A molecular structure, C24H24N3O2SV. Source: OMol25; level of theory: ωB97M-V/def2-TZVPD.

Computed properties:
E_HOMO (alpha / beta), eV: -7.40 / -7.63
Electronic energy, Ha: -2585.9934
Energy relative to the best compared isomer or geometry (same formula, charge and spin), kJ/mol: 10.71
Kohn-Sham gap (alpha / beta), eV: 7.21 / 7.71
2S+1: 3
Total charge: 0
Expectation value of S²: 2.02

Atoms and positions in Å:
C (2.171, 2.359, 0.924)
H (-3.808, -2.594, -1.799)
H (0.332, 1.925, -5.300)
C (0.720, 1.312, -4.502)
S (1.624, -0.982, 0.961)
C (-0.961, 1.732, -2.593)
O (1.352, 1.833, 0.059)
H (0.244, 2.566, 4.058)
O (2.515, 3.523, 0.878)
C (2.443, 0.074, 2.120)
H (2.775, -1.670, 3.309)
V (0.397, 0.388, -0.514)
H (-3.055, -5.146, -0.194)
C (-1.755, 2.216, 0.765)
H (-2.650, 2.925, -1.074)
C (2.945, -0.603, 3.242)
H (-0.595, -4.240, -2.886)
H (-1.698, -4.450, 0.705)
H (-0.171, -4.877, -1.290)
H (-0.171, 4.545, 2.638)
N (-1.259, 1.355, -1.390)
H (-3.673, -4.215, -2.496)
C (3.639, 0.053, 4.238)
C (-1.268, 3.454, 1.160)
H (2.746, -0.721, -2.878)
N (-0.668, -1.449, -0.812)
C (-1.238, -2.419, -1.015)
C (-2.318, 1.990, -0.614)
H (-0.620, 0.354, 3.368)
H (-1.921, 0.136, 1.278)
C (3.861, 1.421, 4.140)
C (-1.534, 1.106, 1.579)
C (3.377, 2.102, 3.043)
H (-1.396, 4.315, 0.514)
C (2.661, 1.458, 2.031)
C (-2.511, -4.225, 0.016)
C (1.869, 0.520, -4.520)
C (-3.121, -3.305, -2.258)
C (-1.972, -3.655, -1.302)
H (-3.192, -3.524, 0.498)
H (-2.742, -2.875, -3.185)
H (-3.174, 1.310, -0.562)
C (1.976, -0.064, -3.253)
N (0.955, 0.313, -2.475)
C (-0.999, -4.645, -1.959)
C (-0.818, 1.228, 2.763)
H (2.556, 0.386, -5.340)
H (4.407, 1.948, 4.913)
C (-0.572, 3.582, 2.352)
H (4.008, -0.505, 5.089)
H (-1.549, 2.496, -3.103)
H (3.532, 3.166, 2.932)
C (0.171, 1.167, -3.226)
H (-1.534, -5.567, -2.185)
C (-0.336, 2.470, 3.149)

2 unconnected molecules or ions with the total composition C10H13NO in a non-equilibrium geometry. Source: OMol25; level of theory: ωB97M-V/def2-TZVPD.

Computed properties:
E_HOMO, eV: -7.94
SMILES: Cc1c[nH]c2ccccc12.CO
Electronic energy, Ha: -518.8139
Energy relative to the best compared isomer or geometry (same formula, charge and spin), kJ/mol: 76.17
Kohn-Sham gap, eV: 8.76
Total charge: 0

Atoms and positions in Å:
H (2.338, -2.892, -3.937)
H (1.520, -1.249, -3.628)
N (0.870, 1.643, 0.665)
H (3.603, -0.524, -3.684)
C (-1.273, 1.967, 1.381)
H (-2.928, -0.604, 1.286)
H (-3.357, 2.296, 1.074)
H (1.856, 1.820, 0.646)
C (-1.240, -1.804, 0.848)
O (3.520, -1.355, -3.214)
C (-1.864, -0.592, 1.091)
H (0.133, 3.588, 1.269)
H (2.046, -2.506, -2.390)
H (0.336, -2.992, 0.271)
H (-1.830, -2.712, 0.914)
C (-1.052, 0.546, 1.168)
H (-2.928, 2.000, 2.753)
H (1.958, -0.793, 0.199)
H (-2.604, 3.540, 2.038)
C (-2.586, 2.467, 1.828)
C (2.262, -1.979, -3.331)
C (0.302, 0.381, 0.816)
C (-0.094, 2.549, 1.064)
C (0.108, -1.947, 0.433)
C (0.903, -0.845, 0.442)

A molecular structure, C5H3F6O3PYb in a non-equilibrium geometry. Source: OMol25; level of theory: ωB97M-V/def2-TZVPD.

Computed properties:
E_HOMO, eV: -17.81
Electronic energy, Ha: -2516.5983
Kohn-Sham gap, eV: 7.71
Total charge: +2

Atoms and positions in Å:
Yb (-1.139, 0.286, -3.526)
F (0.135, -1.136, -1.656)
H (-2.821, -1.059, -0.266)
C (-0.185, -0.840, 1.544)
C (1.021, -0.361, -0.898)
F (1.565, -2.063, 0.536)
F (2.229, -0.596, -1.403)
P (0.729, 2.492, -0.091)
F (0.110, -0.009, 2.550)
F (2.029, -0.013, 1.106)
O (0.508, 1.323, -2.456)
C (0.719, 1.122, -1.230)
O (-2.161, -1.417, 0.347)
C (-1.549, -0.396, 0.966)
F (-0.328, -2.075, 2.014)
C (1.092, -0.822, 0.587)
H (-0.543, 2.987, -0.396)
H (0.584, 1.874, 1.150)
O (-1.995, 0.702, 1.123)

2 unconnected molecules or ions with the total composition C3H10S2 in a non-equilibrium geometry. Source: OMol25; level of theory: ωB97M-V/def2-TZVPD.

Computed properties:
E_HOMO (alpha / beta), eV: 0.97 / -5.62
Electronic energy, Ha: -916.5751
Energy relative to the best compared isomer or geometry (same formula, charge and spin), kJ/mol: 238.37
Kohn-Sham gap (alpha / beta), eV: 2.25 / 8.95
2S+1: 2
Total charge: -1
Expectation value of S²: 0.75

Atoms and positions in Å:
H (0.402, -0.523, -1.871)
S (1.257, 1.115, 1.748)
H (1.476, 1.745, 0.604)
S (-0.680, -0.246, -3.864)
C (-0.457, -0.843, 2.746)
H (1.015, 0.837, -2.882)
H (-0.761, 0.042, 0.833)
H (-0.823, -1.932, 2.633)
H (-1.068, -0.299, 3.358)
H (0.421, -0.917, 3.230)
H (-0.431, 1.023, -1.877)
H (0.507, -1.101, 0.711)
C (0.088, -0.236, 1.343)
C (0.160, 0.371, -2.483)
H (-1.106, 0.964, -4.229)